Entry 1:
Computed, not measured: a structure of composition C27H35N6O3P2Sn, with ωB97M-V/def2-TZVPD.

Geometry as XYZ:
```
74
C27H35N6O3P2Sn | the OMol25 dataset | ωB97M-V/def2-TZVPD
Sn 1.031 -2.555 0.453
C -6.572 9.529 -0.010
O -5.394 8.845 -0.540
C -4.848 7.842 0.066
C -5.388 7.217 1.222
C -4.699 6.194 1.789
C -3.459 5.754 1.231
C -2.946 6.370 0.038
C -3.629 7.381 -0.533
N -2.847 4.784 1.891
N -1.680 4.398 1.673
C -0.984 3.364 1.421
C 0.443 3.425 1.771
C 1.225 2.353 1.664
C 0.689 1.054 1.216
O 1.361 0.042 1.297
C -0.714 1.025 0.677
N -1.101 -0.116 0.113
C -2.342 -0.181 -0.358
C -3.247 0.873 -0.275
C -2.834 2.056 0.301
C -1.532 2.147 0.783
H -6.539 10.520 -0.443
H -6.519 9.589 1.073
H -7.457 8.993 -0.342
H -6.331 7.539 1.636
H -5.074 5.689 2.670
H -2.007 6.031 -0.380
H -3.279 7.890 -1.420
H 0.824 4.371 2.134
H 2.271 2.383 1.942
H -2.635 -1.113 -0.827
H -4.249 0.761 -0.666
H -3.514 2.897 0.359
C -1.627 -4.557 0.390
P -0.661 -4.219 -1.121
C -1.940 -3.983 -2.394
C 0.006 -5.878 -1.539
C 1.054 -6.384 -0.540
P 2.246 -5.054 -0.172
C 3.068 -4.828 -1.786
C 3.548 -5.823 0.832
H -2.286 -5.413 0.239
H -2.234 -3.688 0.650
H -0.973 -4.770 1.239
H -2.528 -4.896 -2.502
H -1.482 -3.742 -3.353
H -2.612 -3.171 -2.119
H 0.459 -5.775 -2.528
H -0.815 -6.590 -1.639
H 1.586 -7.236 -0.969
H 0.617 -6.717 0.403
H 3.470 -5.780 -2.135
H 3.883 -4.110 -1.700
H 2.367 -4.444 -2.527
H 3.918 -6.719 0.332
H 3.167 -6.100 1.816
H 4.376 -5.126 0.966
C 4.452 -0.661 -2.499
N 4.611 -1.110 -1.099
C 5.817 -0.962 -0.469
C 6.008 -1.353 0.802
C 4.893 -1.933 1.474
N 3.715 -2.065 0.853
C 3.575 -1.658 -0.410
O 2.443 -1.791 -0.993
N 4.992 -2.362 2.727
H 5.309 -1.004 -3.073
H 4.392 0.424 -2.533
H 3.544 -1.088 -2.905
H 6.601 -0.512 -1.064
H 6.966 -1.230 1.286
H 5.852 -2.272 3.243
H 4.198 -2.767 3.193
```

Calculated values
Kohn-Sham gap ... 6.675 eV
Net charge ... +3
HOMO ... -15.54 eV
Energy relative to the best compared isomer or geometry (same formula, charge and spin) ... 14.44 kcal per mole

Atomic partial charges in e from the Mulliken method, atoms 1 to 5:
1 Sn 0.51
2 C -0.78
3 O -0.34
4 C 0.97
5 C -0.46


Entry 2:
Computed, not measured: a cluster of 9 separate species, C24H72N6O9 in total at a distorted geometry, with ωB97M-V/def2-TZVPD.

Geometry as XYZ:
```
111
C24H72N6O9 | the OMol25 dataset | ωB97M-V/def2-TZVPD
C 1.069 1.773 -6.090
C 1.962 0.734 -5.397
C 3.180 1.435 -4.760
O 3.936 2.044 -5.778
C 4.568 3.211 -5.324
N 1.209 -0.023 -4.452
H 0.717 2.538 -5.364
H 0.194 1.428 -6.623
H 1.741 2.318 -6.756
H 2.250 0.034 -6.206
H 3.774 0.675 -4.224
H 2.853 2.227 -4.093
H 3.908 4.013 -5.031
H 5.297 3.588 -6.042
H 5.186 3.055 -4.437
H 1.794 -0.770 -4.077
H 0.932 0.540 -3.648
C 2.117 2.281 3.345
C 0.698 2.875 3.391
C 0.295 3.398 1.977
O -0.891 4.145 2.028
C -0.727 5.339 2.769
N -0.202 2.002 4.084
H 2.871 3.040 3.184
H 2.161 1.554 2.522
H 2.388 1.746 4.264
H 0.767 3.766 4.014
H 0.121 2.537 1.328
H 1.123 4.027 1.582
H -0.743 5.119 3.849
H -1.611 5.971 2.529
H 0.186 5.871 2.538
H -0.085 1.039 3.832
H -1.190 2.105 3.842
C -4.785 3.530 -2.134
C -3.806 3.167 -1.116
C -2.624 2.452 -1.739
O -3.015 1.224 -2.370
C -1.880 0.626 -2.991
N -3.359 4.322 -0.391
H -5.717 3.906 -1.663
H -5.016 2.713 -2.816
H -4.414 4.359 -2.747
H -4.313 2.467 -0.437
H -1.903 2.224 -0.941
H -2.120 3.125 -2.454
H -2.189 -0.363 -3.357
H -1.123 0.500 -2.216
H -1.513 1.242 -3.816
H -2.714 4.090 0.366
H -4.130 4.827 0.004
C -1.123 -3.524 -2.063
C 0.330 -3.610 -2.407
C 1.110 -4.227 -1.241
O 2.400 -4.403 -1.735
C 3.153 -5.341 -0.969
N 0.453 -4.495 -3.549
H -1.573 -4.514 -1.937
H -1.704 -2.973 -2.808
H -1.263 -2.934 -1.157
H 0.712 -2.597 -2.630
H 0.688 -5.214 -0.953
H 1.124 -3.559 -0.354
H 4.060 -5.497 -1.550
H 2.508 -6.189 -0.832
H 3.455 -4.995 0.027
H 1.415 -4.451 -3.881
H -0.110 -4.129 -4.316
C 2.794 -2.791 2.356
C 1.330 -2.599 2.742
C 1.179 -2.872 4.253
O 1.897 -3.992 4.643
C 1.688 -4.385 5.976
N 0.921 -1.233 2.522
H 3.416 -2.096 2.899
H 2.957 -2.560 1.300
H 3.189 -3.798 2.566
H 0.719 -3.313 2.186
H 0.115 -2.908 4.550
H 1.538 -1.989 4.724
H 2.437 -5.137 6.209
H 0.770 -4.977 5.979
H 1.668 -3.515 6.662
H 1.151 -0.883 1.595
H 1.503 -0.700 3.163
C -3.922 -1.010 5.104
C -4.017 -0.268 3.784
C -3.013 -0.722 2.722
O -3.199 0.043 1.564
C -2.427 -0.500 0.474
N -5.364 -0.312 3.292
H -4.209 -2.053 5.060
H -4.595 -0.504 5.808
H -2.903 -0.907 5.458
H -3.871 0.816 3.905
H -3.113 -1.773 2.436
H -1.962 -0.618 3.064
H -1.429 -0.496 0.834
H -2.637 0.141 -0.381
H -2.733 -1.549 0.331
H -5.697 -1.273 3.185
H -5.378 0.049 2.340
O 3.658 -1.822 -1.630
H 3.277 -2.734 -1.718
H 4.611 -1.933 -1.613
O 1.440 -0.011 -0.851
H 2.403 -0.104 -0.868
H 1.253 0.927 -1.076
O 0.711 2.822 -1.406
H -0.209 2.909 -1.621
H 1.194 3.237 -2.120
```

Calculated values
Kohn-Sham gap ... 9.158 eV
HOMO ... -8.88 eV
Energy relative to the best compared isomer or geometry (same formula, charge and spin) ... 11.54 kcal per mole
Structure (SMILES) ... COC[C@H](C)N.COC[C@H](C)N.COC[C@H](C)N.COC[C@H](C)N.COC[C@H](C)N.COC[C@H](C)N.O.O.O

Atomic partial charges in e from the Mulliken method, atoms 1 to 5:
1 C -1.46
2 C 0.32
3 C -0.20
4 O -0.35
5 C -0.83


Entry 3:
Computed, not measured: the ion C9H16NO with charge +1 at a distorted geometry, with ωB97M-V/def2-TZVPD.

Geometry as XYZ:
```
27
C9H16NO | the OMol25 dataset | ωB97M-V/def2-TZVPD
C -0.288 -1.762 0.052
C -1.035 -1.499 1.273
C -0.430 0.314 2.765
C 1.130 -1.091 -4.108
C -1.514 1.971 1.597
C 0.495 2.541 2.978
C 0.419 -1.693 -2.821
C 1.408 -1.346 -1.652
C -0.774 1.712 2.899
N 0.846 -1.301 -0.337
O -0.736 -0.550 2.031
H -0.881 -2.485 -0.527
H -1.891 -2.048 1.500
H 0.498 -1.114 -4.990
H 2.023 -1.722 -4.376
H 1.337 -0.098 -3.839
H -1.868 2.958 1.404
H -2.529 1.440 1.533
H -0.985 1.817 0.640
H 0.355 3.512 3.543
H 0.789 2.885 1.977
H 1.363 2.051 3.454
H -0.548 -1.171 -2.549
H 0.093 -2.698 -2.934
H 1.669 -0.375 -1.830
H 2.326 -1.978 -1.524
H -1.269 1.727 3.841
```

Calculated values
Kohn-Sham gap (spin up / spin down) ... 7.547 / 7.892 eV
Net charge ... +1
HOMO (spin up / spin down) ... -12.87 / -13.04 eV
Energy relative to the best compared isomer or geometry (same formula, charge and spin) ... 174.28 kcal per mole

Atomic partial charges in e from the Mulliken method, atoms 1 to 5:
1 C 0.11
2 C -0.30
3 C -0.18
4 C -1.24
5 C -1.62


Entry 4:
Computed, not measured: a structure of composition C38H27BaF2N5O2Se2 at a distorted geometry, with ωB97M-V/def2-TZVPD.

Geometry as XYZ:
```
77
C38H27BaF2N5O2Se2 | the OMol25 dataset | ωB97M-V/def2-TZVPD
Ba 1.954 0.029 -0.691
C 1.305 -1.862 2.256
O 1.881 -0.553 2.263
C 1.118 0.352 3.011
C 1.062 0.251 4.386
C 0.227 1.101 5.103
C -0.547 2.027 4.414
C -0.464 2.146 3.035
C 0.401 1.331 2.296
N 0.675 1.389 0.953
N -0.456 1.684 0.132
C -1.501 0.716 0.122
C -1.196 -0.622 -0.101
O 0.006 -0.995 -0.486
C -2.221 -1.592 0.098
C -3.494 -1.229 0.409
C -3.840 0.137 0.571
C -5.166 0.537 0.865
C -5.485 1.853 1.034
C -4.474 2.832 0.925
C -3.184 2.478 0.648
C -2.825 1.116 0.457
H 1.266 -2.273 3.268
H 1.949 -2.490 1.638
H 0.302 -1.832 1.832
H 1.649 -0.511 4.887
H 0.168 1.028 6.181
H -1.219 2.675 4.963
H -1.068 2.875 2.508
H -1.971 -2.638 -0.043
H -4.266 -1.980 0.534
H -5.928 -0.229 0.953
H -6.502 2.147 1.257
H -4.722 3.877 1.067
H -2.423 3.243 0.570
F 1.120 6.029 -0.867
C 0.437 4.930 -1.250
C 0.398 3.860 -0.390
C -0.337 2.720 -0.761
C -0.930 2.667 -2.040
C -0.860 3.802 -2.829
F -1.426 3.751 -4.054
C -0.200 4.963 -2.480
C -1.406 1.388 -2.633
C -2.754 1.146 -2.882
C -3.127 -0.065 -3.431
C -2.136 -0.992 -3.730
C -0.823 -0.658 -3.465
N -0.448 0.503 -2.927
H 0.878 3.905 0.576
H -0.156 5.820 -3.133
H -3.485 1.896 -2.612
H -4.169 -0.287 -3.617
H -2.376 -1.956 -4.160
H -0.029 -1.362 -3.690
Se 4.559 -2.626 -2.490
Se 5.086 -3.733 -0.528
C 4.886 -2.355 0.811
C 4.973 -2.767 2.137
C 4.974 -1.793 3.120
C 4.893 -0.459 2.751
C 4.789 -0.165 1.406
N 4.774 -1.093 0.442
C 2.744 -3.249 -2.665
C 2.395 -3.965 -3.802
C 1.101 -4.456 -3.887
C 0.234 -4.234 -2.831
C 0.676 -3.484 -1.751
N 1.907 -2.975 -1.673
H 5.038 -3.816 2.392
H 5.033 -2.077 4.163
H 4.882 0.335 3.484
H 4.719 0.868 1.080
H 3.124 -4.153 -4.578
H 0.788 -5.022 -4.754
H -0.778 -4.617 -2.837
H 0.020 -3.240 -0.930
```

Calculated values
Kohn-Sham gap ... 5.667 eV
HOMO ... -6.20 eV
Energy relative to the best compared isomer or geometry (same formula, charge and spin) ... 8.45 kcal per mole

Atomic partial charges in e from the Mulliken method, atoms 1 to 5:
1 Ba 1.94
2 C -0.67
3 O 0.04
4 C -0.24
5 C -0.51


Entry 5:
Computed, not measured: an isolated molecule of C4H11PS2 at a distorted geometry, with ωB97M-V/def2-TZVPD.

Geometry as XYZ:
```
18
C4H11PS2 | the OMol25 dataset | ωB97M-V/def2-TZVPD
C 2.560 0.294 -1.474
C -2.593 1.644 0.283
C -2.159 -1.190 -0.194
C 2.717 -0.679 0.886
P -1.429 0.450 -0.607
S 2.121 0.730 0.016
S 0.045 0.423 1.033
H 2.773 -0.720 -1.709
H 2.439 0.969 -2.238
H -2.080 2.649 -0.001
H -3.590 1.641 -0.082
H -2.423 1.511 1.323
H -1.440 -1.937 -0.135
H -2.472 -1.210 0.815
H -2.995 -1.480 -0.808
H 2.237 -1.625 0.580
H 2.711 -0.572 1.927
H 3.577 -0.898 0.384
```

Calculated values
Kohn-Sham gap ... 8.023 eV
HOMO ... -7.70 eV
Energy relative to the best compared isomer or geometry (same formula, charge and spin) ... 69.03 kcal per mole
Structure (SMILES) ... C=S(C)#S#P(C)C

Atomic partial charges in e from the Mulliken method, atoms 1 to 5:
1 C -0.65
2 C -0.99
3 C -1.06
4 C -1.10
5 P 0.14


Entry 6:
Computed, not measured: the ion C5H4F3NP with charge +1 at a distorted geometry, with ωB97M-V/def2-TZVPD.

Geometry as XYZ:
```
14
C5H4F3NP | the OMol25 dataset | ωB97M-V/def2-TZVPD
C -0.526 -1.228 -0.507
C 0.632 -1.451 0.303
C -1.210 -0.171 -0.750
C 1.729 -0.757 0.518
C 1.890 1.593 -0.359
N 1.888 0.502 0.065
F -0.363 2.679 -0.317
F -0.677 1.199 1.551
F -2.469 2.079 0.373
P -1.141 1.368 0.108
H -0.977 -2.033 -1.100
H 0.533 -2.396 0.747
H -2.022 -0.176 -1.401
H 2.711 -1.209 0.770
```

Calculated values
Kohn-Sham gap ... 9.006 eV
Net charge ... +1
HOMO ... -14.86 eV

Atomic partial charges in e from the Mulliken method, atoms 1 to 5:
1 C 0.20
2 C -0.57
3 C -0.52
4 C -0.09
5 C -0.03


E_tot (computed, Ha): -2500.29469 -1963.18365 -482.01510 -6916.67000 -1296.63007 -888.33760